1.
DFT (wB97M-V/def2-TZVPD) results for a cluster of 7 separate species, C40H68FO20P in total in a non-equilibrium geometry.

Values from the calculation:
- LUMO (eV) = 0.04
- charge = 0
- total energy (Eh) = -3510.95180
- largest force on an atom (eV/A) = 3.22
- SMILES = CCCCCCCCC[C@H](OC(=O)CCCF)P(C)C.C[C@@H]1COC(=O)O1.C[C@@H]1COC(=O)O1.C[C@@H]1COC(=O)O1.C[C@@H]1COC(=O)O1.C[C@@H]1COC(=O)O1.C[C@@H]1COC(=O)O1
- HOMO level (Ha) = -0.3077
- orbital gap (eV) = 8.42

Element x y z (Å)
1 H 9.4399 0.8180 4.4766
2 O -0.7961 7.2833 4.8996
3 C 2.3803 4.8616 2.5609
4 H -0.2558 -3.8531 3.2725
5 C 2.3279 7.1608 3.6053
6 C -2.0130 -2.4964 -1.8074
7 H 10.2095 -1.3742 3.7936
8 C -3.2369 -0.2437 2.4762
9 C 2.1610 1.1048 -0.9034
10 C 0.3441 -0.7276 -0.7126
11 H 2.4504 -1.0289 -0.0721
12 H -3.9059 1.5167 0.7007
13 H -3.7573 0.8872 -3.7571
14 H 2.7429 4.4370 3.5015
15 H -8.8217 0.4636 -6.5988
16 O -6.1463 2.8621 -5.5521
17 C 7.5351 4.3937 0.0814
18 O -0.2941 0.0686 -1.4073
19 O 1.2578 7.9082 4.1810
20 H 2.3030 -4.2028 1.5941
21 O 6.7563 5.6901 1.9844
22 H -10.8942 1.5000 -5.6606
23 C 6.6073 3.4366 2.2265
24 H 1.8076 -3.0242 4.3818
25 H -0.0164 -3.5113 1.5412
26 C -10.2744 0.8315 -5.0584
27 H -5.3252 -5.0963 -0.7408
28 C -7.4050 -4.4557 -0.5906
29 O 1.9634 -5.4545 3.1793
30 C -3.3703 0.0813 -3.0369
31 O -0.0061 -5.5177 2.0985
32 H -7.5397 -5.4768 1.3066
33 O 9.8211 -0.3076 2.0475
34 H 1.2398 6.5385 1.8484
35 H 2.9270 6.7358 4.4160
36 H 6.5415 4.3554 -0.3737
37 H -2.6699 0.6464 -2.3288
38 H -1.5254 -0.6279 -4.0307
39 H 3.0691 -3.3199 -3.0726
40 H -4.5090 -1.4646 -1.7450
41 H 12.4947 1.0796 4.4241
42 H -3.7894 0.3942 3.2302
43 O 9.4516 1.5483 0.8054
44 H 2.9624 7.7994 2.9896
45 H 3.3778 -3.2224 3.6273
46 H -5.0742 1.6495 -1.4399
47 C 1.7777 -4.1836 2.5561
48 C -4.6474 -0.4672 -2.2593
49 H 5.7122 3.1802 1.6506
50 H 11.6248 -0.7139 2.9391
51 C 0.2899 -4.1500 2.3711
52 H 11.4009 2.1260 5.3083
53 H 2.4264 -2.7045 -1.4895
54 C 6.1720 5.4091 3.1824
55 C -6.9507 1.9956 -5.3913
56 C 1.4506 2.4318 -0.3257
57 H -5.9535 0.2508 -0.6221
58 H -8.3850 -4.8038 -0.9359
59 C 0.9539 -6.2534 2.7273
60 H -7.8488 -0.9750 -4.9107
61 P 0.6150 -2.5409 -3.1648
62 O 6.1964 4.0706 3.4362
63 C -0.4520 -2.7908 -1.6190
64 H 1.9801 1.0093 -2.0185
65 H 8.0895 3.5005 -0.2110
66 H -5.5623 -0.4212 -2.9258
67 H -2.5718 -3.3426 -1.2802
68 O -6.2050 -4.5686 -2.5186
69 H -2.3939 0.4184 2.0662
70 C -2.6048 -0.9897 -3.9375
71 C 0.5233 -4.2102 -4.1047
72 C 7.4449 4.5028 1.5860
73 H 1.7483 4.1058 2.1001
74 C 11.5217 1.1118 4.9210
75 O -8.2959 2.1487 -5.5607
76 O -0.0058 -2.0611 -0.4331
77 H 8.0363 5.2708 -0.3346
78 C -4.1569 -0.6210 1.1956
79 H -5.2498 -0.7167 1.4694
80 C 1.5927 6.1303 2.8025
81 C 10.4042 0.7797 3.9576
82 O 10.3537 1.7108 2.8757
83 H -6.5077 -6.2736 -1.3621
84 H -3.6285 -2.8250 -3.2733
85 C -4.9535 0.5877 -1.0668
86 H -2.0094 -3.1546 -4.0265
87 C -8.8502 0.8331 -5.5674
88 H 0.9018 2.9793 -1.1566
89 H 0.0732 -5.0200 -3.4323
90 O -7.2052 -3.1388 -1.1042
91 H -10.3268 1.1969 -4.0296
92 O 5.6970 6.2265 3.9123
93 H -3.7279 -1.6133 0.8140
94 H 0.6722 2.1560 0.4671
95 C -2.5403 -2.4599 -3.3078
96 H -2.7268 -1.1465 2.9341
97 C -7.8859 0.0919 -4.6892
98 C 10.5880 -0.5200 3.2309
99 C 1.7116 -0.1738 -0.0583
100 C -6.6369 -3.2900 -2.3336
101 H -0.3668 -3.9039 -1.3438
102 H 3.2348 5.0499 1.9089
103 C -3.8801 0.5335 0.1079
104 C -7.3549 -4.4725 0.9210
105 H -8.0752 0.2290 -3.6198
106 O -6.5282 -2.4161 -3.1392
107 H 8.4508 4.5391 2.0187
108 F 2.3904 3.3048 0.3127
109 C -6.2881 -5.2112 -1.2487
110 H -6.3845 -4.1283 1.2881
111 C 0.2050 7.0503 4.2924
112 H 2.2004 -2.0978 2.9185
113 H 11.5334 0.4145 5.7606
114 O 0.4485 5.8873 3.6214
115 H -2.2394 -1.5507 -1.2104
116 O -6.6485 0.7229 -5.0101
117 O 0.9151 -7.4373 2.8663
118 C 2.4553 -2.4808 -2.6178
119 H 7.1716 2.5267 2.4341
120 H -0.1583 -4.1305 -5.0055
121 H -10.7015 -0.1724 -5.0963
122 H -2.8055 0.4042 -0.2281
123 H 3.2965 1.2098 -0.7805
124 H 2.9101 -1.4537 -2.7361
125 H -8.1050 -3.7940 1.3338
126 C 9.8370 1.0333 1.8121
127 C 2.3178 -3.0627 3.4159
128 H 1.4409 0.1916 0.9808
129 H -3.0494 -0.9506 -4.9778
130 H 1.5572 -4.5758 -4.3937

Force components x, y, z for each atom (eV/Å):
0.0 -0.1 -0.1
0.5 -0.1 -0.3
-0.3 -0.2 0.5
0.2 0.0 0.0
0.5 0.4 -0.1
0.1 -0.5 -0.1
-0.1 0.0 -0.2
0.3 0.4 -0.9
0.7 0.4 0.8
0.0 2.2 -0.3
-0.7 1.2 0.3
0.0 -1.2 -0.9
0.5 -1.1 1.0
0.0 0.2 0.0
0.1 0.0 0.1
-0.4 -0.4 0.1
-0.1 0.3 -0.2
1.0 -2.7 1.5
-0.5 -0.3 0.1
-0.1 0.0 0.0
-0.3 -0.1 0.8
0.0 -0.1 0.0
0.1 -0.6 0.1
-0.1 0.0 -0.1
0.0 -0.2 0.0
-0.1 0.4 0.0
-0.1 0.1 0.1
-0.1 -0.3 1.1
-0.5 -0.4 -0.3
-0.4 0.2 -0.5
0.3 -0.3 0.2
0.0 0.0 -0.1
0.0 0.6 -0.2
0.0 0.1 0.1
0.0 -0.1 -0.2
0.0 0.0 0.1
-0.8 -1.1 -0.9
-1.4 -0.4 0.0
-0.7 1.3 0.3
-0.2 1.0 -0.9
-0.1 -0.1 0.0
0.6 -1.0 -0.7
0.1 -0.2 0.5
-0.1 0.1 0.2
-0.1 0.1 -0.1
0.2 -1.3 0.2
0.4 0.9 0.4
0.2 2.3 0.8
0.1 0.1 -0.1
0.0 0.1 0.1
-0.4 0.4 -0.4
-0.1 -0.1 0.1
0.3 0.3 -1.5
-0.2 0.5 0.3
0.5 0.6 0.0
-0.5 -0.8 -0.4
1.2 0.7 -0.5
0.1 0.0 -0.1
0.0 -0.8 0.2
0.2 0.1 0.1
0.7 0.5 -1.6
-0.1 0.5 0.0
-1.3 -1.8 0.5
0.0 -0.1 1.5
0.0 0.1 0.1
1.4 -0.5 0.8
0.8 1.1 -0.6
-0.1 0.5 0.0
-1.0 -0.9 0.7
1.0 0.5 0.6
-0.4 -0.9 0.9
0.4 -0.3 -1.1
0.1 0.2 0.0
0.1 0.4 -0.1
0.6 -0.1 0.0
1.3 1.6 -1.1
0.1 -0.1 0.1
1.6 0.4 0.2
1.3 0.1 -0.4
0.8 -0.8 -0.4
0.6 0.1 1.0
-0.4 -0.3 -0.6
0.0 0.1 -0.2
1.5 0.3 -0.1
0.0 -1.1 0.3
-0.4 0.7 1.0
-1.0 -0.2 0.2
1.0 -0.4 1.1
0.6 1.0 -0.8
0.2 0.0 -0.7
0.1 -0.1 0.0
0.1 -0.4 -0.3
-1.0 1.2 0.3
1.1 0.4 -1.0
-1.6 0.8 -0.2
-0.9 1.1 -0.3
0.1 -0.7 0.0
-0.1 -0.6 0.2
-1.3 -0.3 -0.9
0.0 0.5 -0.4
0.1 1.6 0.0
-0.1 0.0 0.0
-0.8 0.0 0.9
0.0 0.4 0.1
-0.1 0.0 -0.1
-0.4 -0.8 0.2
-0.1 -0.1 0.1
-0.8 -1.2 -1.3
0.1 -0.6 -0.1
0.0 -0.1 -0.1
-0.6 0.1 0.4
0.0 -0.1 0.0
-0.1 0.0 -0.1
-0.2 0.6 0.3
0.2 -1.2 -1.2
-0.1 0.5 -0.2
0.0 0.6 -0.1
-0.4 -0.9 1.8
-0.1 0.1 0.2
1.0 0.1 1.0
0.1 0.0 0.0
-1.2 0.2 0.1
-1.6 0.1 0.0
-0.6 -1.3 -0.2
0.0 -0.1 0.0
-0.1 0.2 -0.5
0.2 -0.2 0.3
0.6 -0.8 -1.0
0.4 -0.5 1.2
-1.3 0.6 0.2

Löwdin atomic charge list, values in e, 4 entries:
1 H 0.161
2 O 0.155
3 C -0.023
4 H 0.143

2.
DFT (wB97M-V/def2-TZVPD) results for an isolated molecule of C6H13O2P in a non-equilibrium geometry.

Values from the calculation:
- LUMO (eV) = 0.72
- charge = 0
- total energy (Eh) = -728.11939
- largest force on an atom (eV/A) = 3.02
- SMILES = CC1(C)OOPC1(C)C
- energy above the lowest of the compared OMol25 structures with the same formula, charge and spin (eV) = 3.985
- HOMO level (Ha) = -0.3221
- orbital gap (eV) = 9.48

Element x y z (Å)
1 C 0.5809 1.7528 0.6294
2 H -0.7470 2.0063 -1.7437
3 H 0.6741 1.5248 1.6785
4 H 0.9592 -1.1511 -1.9200
5 C 0.2593 -1.3037 1.5136
6 C -0.2639 0.6920 -0.1433
7 H 1.2780 -1.2380 1.7597
8 O -1.1840 -1.4327 -0.4981
9 C 1.0732 -1.3892 -0.8792
10 H 0.7543 1.0301 -2.1467
11 H 1.5468 1.8529 0.2214
12 H -2.0931 0.5545 1.7178
13 H -1.1296 0.4782 -2.1038
14 C -0.2851 1.0044 -1.6026
15 H 1.0976 -2.4715 -0.7852
16 H -0.0059 -2.3669 1.5920
17 H 2.0808 -1.0047 -0.6131
18 H 0.0847 2.7967 0.6747
19 C 0.0008 -0.8367 0.0609
20 P -2.0218 0.8451 0.3586
21 O -2.3032 -0.6680 -0.0958
22 H -0.3560 -0.6753 2.3248

Force components x, y, z for each atom (eV/Å):
-2.0 0.6 0.5
0.9 0.0 0.3
0.2 -0.5 0.4
-0.5 0.1 -0.3
-2.7 1.1 0.8
0.7 0.6 1.6
1.5 0.3 0.3
0.9 -0.3 0.3
1.2 0.0 0.8
-2.1 -0.4 1.0
1.2 0.2 -0.6
0.7 0.3 1.0
1.3 -0.6 -0.1
-0.3 1.7 -2.2
0.1 -0.1 0.0
-0.2 0.4 0.0
-0.5 -0.2 0.1
0.6 -1.6 -0.6
0.3 0.3 -0.2
-0.4 1.2 -0.3
-2.1 -1.6 -0.8
1.3 -1.5 -1.9

Löwdin atomic charge list, values in e, 4 entries:
1 C -0.073
2 H 0.076
3 H 0.059
4 H 0.068

3.
DFT (wB97M-V/def2-TZVPD) results for a cluster of 2 separate species, C6H7Cl in total.

Values from the calculation:
- LUMO (eV) = 0.82
- charge = 0
- total energy (Eh) = -692.85737
- largest force on an atom (eV/A) = 0.91
- SMILES = C#CCC.C#CCl
- energy above the lowest of the compared OMol25 structures with the same formula, charge and spin (eV) = 3.451
- HOMO level (Ha) = -0.3576
- orbital gap (eV) = 10.55

Element x y z (Å)
1 C -0.1449 0.9433 2.2489
2 H 1.0026 -0.2904 -0.9813
3 H -0.6642 -0.8293 -0.8054
4 H -1.5641 4.1586 -1.9221
5 C 0.2026 -0.0405 1.6627
6 Cl -2.7403 1.0312 0.0416
7 H 1.6338 -1.4480 1.1302
8 C 0.3698 -1.0763 -0.5809
9 H -0.0172 -2.0707 1.2973
10 C 0.5802 -1.2302 0.9267
11 H -0.4087 1.7986 2.7936
12 C -1.8828 3.3121 -1.3953
13 H 0.6178 -2.0103 -1.0821
14 C -2.2209 2.3262 -0.8033

Force components x, y, z for each atom (eV/Å):
0.3 -0.4 -0.1
0.1 0.1 0.0
-0.1 0.0 0.0
0.2 0.5 -0.3
-0.1 0.2 0.2
-0.2 -0.2 0.0
-0.1 -0.1 0.0
0.0 -0.2 0.0
0.2 0.0 0.0
0.1 -0.3 -0.2
-0.2 0.5 0.3
-0.2 -0.8 0.4
0.0 0.0 -0.1
0.0 0.5 -0.2

Löwdin atomic charge list, values in e, 4 entries:
1 C 0.085
2 H 0.076
3 H 0.040
4 H 0.014